w.
{"formula": "C14H16", "method": "ωB97M-V with the def2-TZVPD basis set", "gap_ev": 9.585, "smiles": "Cc1ccccc1.Cc1ccccc1", "lumo_ev": 0.91, "homo_ha": -0.3189, "symbols": ["C", "C", "C", "C", "C", "C", "C", "H", "H", "H", "H", "H", "H", "H", "H", "C", "C", "C", "C", "C", "C", "C", "H", "H", "H", "H", "H", "H", "H", "H"], "positions_angstrom": [[-1.178, 2.610, 1.536], [-1.920, 1.793, 0.361], [-3.081, 2.194, -0.328], [-3.684, 1.428, -1.237], [-3.113, 0.264, -1.744], [-1.912, -0.251, -0.939], [-1.394, 0.503, 0.059], [-0.985, 3.471, 1.116], [-0.236, 2.118, 1.641], [-1.837, 2.601, 2.399], [-3.658, 2.990, 0.172], [-4.710, 1.584, -1.603], [-3.316, -0.469, -2.488], [-1.395, -1.283, -1.173], [-0.520, 0.240, 0.672], [1.976, -0.650, -2.011], [2.053, -1.075, -0.516], [2.920, -0.306, 0.343], [3.151, -0.861, 1.575], [2.445, -2.053, 1.994], [1.490, -2.652, 1.182], [1.510, -2.284, -0.183], [0.925, -0.349, -2.278], [2.332, -1.391, -2.462], [2.592, 0.313, -1.993], [3.242, 0.597, -0.064], [3.806, -0.399, 2.201], [2.510, -2.087, 3.137], [0.881, -3.518, 1.608], [1.104, -3.080, -0.977]], "nbo_charge": [-0.611, 0.045, -0.254, -0.220, -0.220, -0.201, -0.260, 0.207, 0.211, 0.221, 0.211, 0.217, 0.223, 0.217, 0.215, -0.594, 0.003, -0.222, -0.190, -0.240, -0.206, -0.237, 0.221, 0.195, 0.199, 0.210, 0.201, 0.219, 0.223, 0.219]}

---

x.
{"formula": "C14H16", "method": "ωB97M-V with the def2-TZVPD basis set", "gap_ev": 9.573, "smiles": "Cc1ccccc1.Cc1ccccc1", "lumo_ev": 0.80, "homo_ha": -0.3224, "symbols": ["C", "C", "C", "C", "C", "C", "C", "H", "H", "H", "H", "H", "H", "H", "H", "C", "C", "C", "C", "C", "C", "C", "H", "H", "H", "H", "H", "H", "H", "H"], "positions_angstrom": [[-0.690, 2.442, 1.512], [-1.303, 1.256, 2.090], [-2.372, 0.729, 1.454], [-2.861, -0.566, 1.812], [-2.312, -1.165, 2.984], [-1.092, -0.637, 3.517], [-0.506, 0.577, 3.125], [0.127, 2.789, 2.061], [-1.417, 3.333, 1.468], [-0.505, 2.113, 0.510], [-2.796, 1.403, 0.754], [-3.689, -0.779, 1.260], [-2.472, -2.156, 3.339], [-0.536, -1.226, 4.206], [0.565, 0.645, 3.522], [0.572, 1.364, -2.724], [1.198, -0.054, -2.714], [2.506, -0.092, -2.223], [3.084, -1.272, -1.729], [2.272, -2.371, -1.610], [0.951, -2.325, -2.062], [0.390, -1.121, -2.578], [-0.306, 1.368, -3.378], [1.109, 2.233, -3.201], [0.618, 1.697, -1.635], [3.095, 0.798, -2.321], [4.152, -1.261, -1.445], [2.577, -3.495, -1.407], [0.309, -3.139, -1.845], [-0.668, -1.089, -2.741]], "nbo_charge": [-0.629, 0.007, -0.242, -0.175, -0.243, -0.185, -0.240, 0.216, 0.208, 0.222, 0.209, 0.208, 0.214, 0.198, 0.234, -0.655, -0.020, -0.206, -0.215, -0.226, -0.194, -0.217, 0.225, 0.217, 0.229, 0.206, 0.219, 0.219, 0.206, 0.212]}

---

Going by the computed energies, the most stable comes first: x, w.

---

w.
{"formula": "C14H16", "method": "ωB97M-V with the def2-TZVPD basis set", "gap_ev": 9.588, "smiles": "Cc1ccccc1.Cc1ccccc1", "lumo_ev": 0.82, "homo_ha": -0.3221, "symbols": ["C", "C", "C", "C", "C", "C", "C", "H", "H", "H", "H", "H", "H", "H", "H", "C", "C", "C", "C", "C", "C", "C", "H", "H", "H", "H", "H", "H", "H", "H"], "positions_angstrom": [[0.369, 1.233, 2.187], [0.498, -0.158, 2.781], [-0.428, -0.464, 3.885], [-0.422, -1.490, 4.718], [0.539, -2.557, 4.415], [1.361, -2.300, 3.315], [1.365, -1.199, 2.503], [-0.159, 1.236, 1.222], [1.422, 1.633, 1.966], [0.017, 2.080, 2.837], [-1.214, 0.244, 4.040], [-1.124, -1.666, 5.490], [0.752, -3.236, 5.218], [2.162, -2.989, 3.130], [2.082, -1.054, 1.721], [1.168, -0.609, -3.618], [0.074, 0.387, -3.402], [0.228, 1.577, -2.669], [-0.913, 2.329, -2.410], [-2.165, 1.901, -2.864], [-2.225, 0.740, -3.757], [-1.095, -0.078, -4.003], [2.187, -0.104, -3.962], [0.773, -1.230, -4.437], [1.424, -1.249, -2.824], [1.237, 1.810, -2.395], [-0.732, 3.176, -1.922], [-3.088, 2.526, -2.527], [-3.018, 0.598, -4.364], [-1.073, -1.089, -4.272]], "nbo_charge": [-0.651, 0.011, -0.209, -0.213, -0.214, -0.210, -0.230, 0.232, 0.217, 0.231, 0.196, 0.211, 0.214, 0.205, 0.211, -0.621, 0.001, -0.226, -0.198, -0.228, -0.168, -0.240, 0.206, 0.207, 0.217, 0.213, 0.202, 0.224, 0.198, 0.214]}

---

x.
{"formula": "C14H16", "method": "ωB97M-V with the def2-TZVPD basis set", "gap_ev": 9.679, "smiles": "Cc1ccccc1.Cc1ccccc1", "lumo_ev": 0.92, "homo_ha": -0.3220, "symbols": ["C", "C", "C", "C", "C", "C", "C", "H", "H", "H", "H", "H", "H", "H", "H", "C", "C", "C", "C", "C", "C", "C", "H", "H", "H", "H", "H", "H", "H", "H"], "positions_angstrom": [[-1.487, 1.273, 3.152], [-1.827, 0.159, 2.151], [-1.398, -1.145, 2.437], [-1.605, -2.140, 1.444], [-2.497, -1.818, 0.340], [-2.994, -0.570, 0.119], [-2.618, 0.387, 1.036], [-0.476, 1.761, 2.878], [-1.291, 1.016, 4.209], [-2.214, 2.023, 3.166], [-1.001, -1.550, 3.340], [-1.240, -3.164, 1.530], [-2.711, -2.859, -0.033], [-3.719, -0.505, -0.669], [-3.035, 1.408, 0.832], [2.203, 1.631, -3.581], [1.998, 0.775, -2.383], [3.200, 0.390, -1.639], [3.137, -0.433, -0.562], [1.845, -0.780, -0.078], [0.706, -0.411, -0.628], [0.766, 0.363, -1.845], [1.782, 2.586, -3.319], [1.770, 1.241, -4.536], [3.238, 1.688, -3.798], [4.246, 0.639, -2.084], [3.888, -0.531, 0.266], [1.846, -1.623, 0.761], [-0.353, -0.644, -0.262], [-0.161, 0.833, -2.244]], "nbo_charge": [-0.627, -0.031, -0.211, -0.199, -0.231, -0.245, -0.199, 0.221, 0.222, 0.213, 0.217, 0.211, 0.225, 0.227, 0.212, -0.634, -0.023, -0.210, -0.238, -0.204, -0.235, -0.202, 0.222, 0.221, 0.215, 0.207, 0.223, 0.203, 0.241, 0.207]}

---

Going by the computed energies, the most stable comes first: x, w.

---

w.
{"formula": "C14H16", "method": "ωB97M-V with the def2-TZVPD basis set", "gap_ev": 9.846, "smiles": "Cc1ccccc1.Cc1ccccc1", "lumo_ev": 0.95, "homo_ha": -0.3270, "symbols": ["C", "C", "C", "C", "C", "C", "C", "H", "H", "H", "H", "H", "H", "H", "H", "C", "C", "C", "C", "C", "C", "C", "H", "H", "H", "H", "H", "H", "H", "H"], "positions_angstrom": [[2.726, 0.493, 3.266], [2.927, 0.168, 1.756], [1.921, -0.482, 0.973], [2.245, -0.775, -0.400], [3.388, -0.233, -1.044], [4.370, 0.406, -0.220], [4.161, 0.542, 1.168], [2.922, 1.523, 3.574], [3.460, -0.018, 3.874], [1.764, 0.207, 3.640], [1.156, -0.841, 1.496], [1.382, -1.188, -0.977], [3.737, -0.700, -1.831], [5.250, 0.824, -0.675], [5.049, 0.773, 1.791], [-4.979, 1.343, -1.435], [-3.850, 0.464, -1.106], [-2.624, 1.042, -0.776], [-1.546, 0.310, -0.376], [-1.549, -1.107, -0.369], [-2.725, -1.616, -0.874], [-3.943, -0.921, -1.105], [-4.883, 2.320, -1.058], [-5.854, 1.049, -0.826], [-5.367, 1.207, -2.438], [-2.604, 2.117, -0.809], [-0.657, 0.873, -0.156], [-0.827, -1.784, 0.014], [-2.785, -2.752, -0.972], [-4.882, -1.419, -1.394]], "nbo_charge": [-0.640, 0.015, -0.230, -0.190, -0.238, -0.176, -0.234, 0.222, 0.218, 0.214, 0.201, 0.215, 0.201, 0.209, 0.213, -0.643, -0.008, -0.223, -0.196, -0.242, -0.183, -0.229, 0.221, 0.218, 0.228, 0.206, 0.215, 0.220, 0.200, 0.217]}

---

x.
{"formula": "C14H16", "method": "ωB97M-V with the def2-TZVPD basis set", "gap_ev": 8.251, "smiles": "C=C=C1C=CC=C[C@]12/C(=C\\C)C2(C)C", "lumo_ev": 0.56, "homo_ha": -0.2825, "symbols": ["C", "C", "C", "C", "C", "C", "C", "C", "C", "C", "C", "C", "C", "C", "H", "H", "H", "H", "H", "H", "H", "H", "H", "H", "H", "H", "H", "H", "H", "H"], "positions_angstrom": [[-3.374, -1.695, 1.136], [-2.477, -1.042, 0.445], [-1.637, -0.254, -0.236], [-2.155, 0.376, -1.477], [-1.682, 1.520, -1.910], [-0.874, 2.282, -1.085], [-0.231, 1.764, -0.045], [-0.268, 0.278, 0.049], [1.130, -0.125, -0.278], [2.080, 0.229, -1.154], [2.015, 0.737, -2.531], [0.614, -0.483, 1.093], [0.289, -1.899, 1.467], [1.127, 0.192, 2.357], [-3.292, -2.803, 1.156], [-3.976, -1.240, 1.883], [-2.728, -0.289, -2.082], [-2.354, 1.967, -2.668], [-1.012, 3.369, -1.274], [0.622, 2.236, 0.512], [3.117, -0.120, -0.796], [2.104, 1.748, -2.342], [1.102, 0.700, -3.089], [2.781, 0.186, -2.977], [-0.284, -2.502, 0.803], [-0.359, -1.785, 2.486], [1.184, -2.469, 1.825], [0.294, -0.012, 3.002], [1.363, 1.157, 2.273], [2.045, -0.201, 2.780]], "nbo_charge": [-0.487, 0.108, -0.056, -0.158, -0.261, -0.272, -0.134, -0.184, 0.020, -0.152, -0.662, -0.029, -0.595, -0.597, 0.220, 0.224, 0.208, 0.222, 0.215, 0.223, 0.198, 0.231, 0.226, 0.226, 0.224, 0.199, 0.220, 0.207, 0.204, 0.210]}

---

Going by the computed energies, the most stable comes first: w, x.